(1)
Here is the ion C8H11N2O with charge +1 from the OMol25 dataset. Energies are from the ωB97M-V functional and the def2-TZVPD basis.

Each atom is followed by the atoms it is bonded to, with distances in Å.
Atoms and positions in Å:
1 O -1.7348 1.9590 -0.8945  N2 1.215
2 N -1.6469 0.8393 -0.4317  O1 1.215, C6 1.349, C10 1.411
3 N -1.8850 -2.5583 -0.0627  C8 1.136
4 C 1.1026 1.4036 -0.3920  C11 1.546, H13 1.141, H17 1.102, H18 1.132
5 C -0.6964 0.3936 1.7263  C9 1.539, C10 1.322, H21 1.117
6 C -1.2559 -0.2682 -1.0957  N2 1.349, C8 1.454, H16 1.129
7 C 1.5970 -1.0731 -0.9152  C11 1.480, H14 1.146, H15 1.053, H20 1.133
8 C -1.6303 -1.5579 -0.5375  N3 1.136, C6 1.454
9 C 0.5143 -0.4119 1.2217  C5 1.539, C11 1.435, H12 1.122, H19 1.098
10 C -1.7348 0.7084 0.9706  N2 1.411, C5 1.322, H22 1.059
11 C 0.7955 -0.0923 -0.1490  C4 1.546, C7 1.480, C9 1.435
12 H 1.4667 -0.2946 1.8039  C9 1.122
13 H 0.7910 1.9168 -1.3620  C4 1.141
14 H 1.5763 -1.2111 -2.0530  C7 1.146
15 H 2.6000 -0.7549 -0.8842  C7 1.053
16 H -1.0348 -0.2028 -2.2007  C6 1.129
17 H 2.1987 1.4651 -0.3006  C4 1.102
18 H 0.6323 1.9627 0.4726  C4 1.132
19 H 0.3561 -1.4780 1.4309  C9 1.098
20 H 1.4402 -2.1402 -0.5684  C7 1.133
21 H -0.8830 0.2043 2.8116  C5 1.117
22 H -2.5688 1.1906 1.4095  C10 1.059

Computed properties:
ΔE to the lowest compared entry with this formula, charge and spin, kJ/mol: 277.3
HOMO energy (alpha / beta), Eh: -0.459 / -0.541
Multiplicity: 3
Energy, eV: -13487.212
Charge: +1
<S²>: 2.0139

---

(2)
Here is the molecule C4H6ClNO from the OMol25 dataset. Energies are from the ωB97M-V functional and the def2-TZVPD basis.

Each atom is followed by the atoms it is bonded to, with distances in Å.
Atoms and positions in Å:
1 Cl -1.9864 1.4212 0.7340  C7 1.807
2 O 0.8338 -0.6627 2.4068  N3 1.367, H8 0.960
3 N -0.2144 0.0989 1.9706  O2 1.367, C7 1.275
4 C -0.6988 -1.1125 -0.9482  C5 1.286, H11 1.065, H12 1.162
5 C 0.0499 -0.1270 -1.2972  C4 1.286, C6 1.499, H9 1.100
6 C 0.5650 0.9134 -0.3490  C5 1.499, C7 1.525, H10 1.140, H13 0.992
7 C -0.3747 0.6088 0.8126  Cl1 1.807, N3 1.275, C6 1.525
8 H 1.5481 -0.4883 1.7895  O2 0.960
9 H 0.3563 0.0094 -2.3448  C5 1.100
10 H 1.6779 0.7519 -0.1633  C6 1.140
11 H -1.2840 -1.4368 -0.1191  C4 1.065
12 H -0.9916 -1.8259 -1.8176  C4 1.162
13 H 0.5186 1.8496 -0.6745  C6 0.992

Computed properties:
ΔE to the lowest compared entry with this formula, charge and spin, kJ/mol: 431.5
HOMO energy, Eh: -0.362
Energy, eV: -20301.405

---

(3)
Here is the ion C3H5N2O2 with charge -1 from the OMol25 dataset. Energies are from the ωB97M-V functional and the def2-TZVPD basis.

Each atom is followed by the atoms it is bonded to, with distances in Å.
Atoms and positions in Å:
1 O 0.5157 2.0007 0.7767  N3 1.398, C5 1.297
2 O 2.4322 -0.4004 -0.9859  N4 1.380
3 N -0.7431 1.4257 0.9731  O1 1.398, C6 1.397
4 N 1.4283 0.0775 -0.1680  O2 1.380, C5 1.317, C7 1.423
5 C 1.3391 1.3822 -0.0126  O1 1.297, N4 1.317, H12 1.063
6 C -0.9277 0.3053 0.1590  N3 1.397, C7 1.508, H9 1.159, H10 1.164
7 C 0.2381 -0.6502 0.1111  N4 1.423, C6 1.508, H8 1.188, H11 1.098
8 H 0.3988 -1.4703 -0.7332  C7 1.188
9 H -1.3663 0.4778 -0.9000  C6 1.159
10 H -1.9051 -0.1861 0.5570  C6 1.164
11 H 0.2891 -1.0819 1.1199  C7 1.098
12 H 1.8787 2.1262 -0.5460  C5 1.063

Computed properties:
ΔE to the lowest compared entry with this formula, charge and spin, kJ/mol: 423.8
HOMO energy (alpha / beta), Eh: -0.074 / -0.074
Energy, eV: -10262.193
Charge: -1

---

(4)
Here is the molecule C5H9NO from the OMol25 dataset. Energies are from the ωB97M-V functional and the def2-TZVPD basis.

Each atom is followed by the atoms it is bonded to, with distances in Å.
Atoms and positions in Å:
1 O 0.2091 0.8937 0.6934  C6 1.402, C7 1.368
2 N 2.0765 1.6596 -0.3339  C7 1.266, H9 1.023
3 C 1.8385 -0.7351 -0.2633  C7 1.503, H8 1.094, H14 1.090, H15 1.090
4 C -1.3669 -0.8142 -0.3563  C5 1.503, C6 1.497, H11 1.084, H12 1.086
5 C -2.1143 0.4146 0.0785  C4 1.503, C6 1.495, H10 1.085, H13 1.084
6 C -0.8690 0.0030 0.7953  O1 1.402, C4 1.497, C5 1.495, H16 1.087
7 C 1.3653 0.6666 -0.0008  O1 1.368, N2 1.266, C3 1.503
8 H 2.1163 -1.2165 0.6795  C3 1.094
9 H 1.6069 2.5139 -0.0253  N2 1.023
10 H -2.0100 1.2836 -0.5634  C5 1.085
11 H -0.8309 -0.7610 -1.2965  C4 1.084
12 H -1.7884 -1.7910 -0.1380  C4 1.086
13 H -3.0717 0.3201 0.5784  C5 1.084
14 H 2.7213 -0.6701 -0.8997  C3 1.090
15 H 1.0927 -1.3660 -0.7465  C3 1.090
16 H -0.9756 -0.4011 1.7985  C6 1.087

Computed properties:
ΔE to the lowest compared entry with this formula, charge and spin, kJ/mol: 202.4
HOMO energy, Eh: -0.358
Energy, eV: -8867.115

---

(5)
Here is a cluster of 2 separate species, C6H12O in total from the OMol25 dataset. Energies are from the ωB97M-V functional and the def2-TZVPD basis.

Each atom is followed by the atoms it is bonded to, with distances in Å.
Atoms and positions in Å:
1 O 2.4947 -1.2572 0.3674  C5 1.414, H12 0.964
2 C 1.0517 1.1068 -1.2157  C4 1.329, H9 1.080, H18 1.088
3 C 0.1129 -0.9726 -0.2786  C4 1.496, C5 1.522, H17 1.097, H19 1.096
4 C 0.0387 0.2502 -1.1367  C2 1.329, C3 1.496, H11 1.091
5 C 1.1749 -1.0137 0.8114  O1 1.414, C3 1.522, H13 1.093, H16 1.105
6 C -2.0362 0.1668 1.0369  C7 1.330, H8 1.087, H10 1.087
7 C -1.7092 1.2285 0.3057  C6 1.330, H14 1.083, H15 1.082
8 H -1.5453 -0.0402 1.9842  C6 1.087
9 H 1.2250 1.7005 -2.1015  C2 1.080
10 H -2.8171 -0.5264 0.7359  C6 1.087
11 H -0.7239 0.2387 -1.9165  C4 1.091
12 H 2.6830 -0.6377 -0.3473  O1 0.964
13 H 0.9256 -1.8549 1.4633  C5 1.093
14 H -2.2358 1.4730 -0.6088  C7 1.083
15 H -0.9695 1.9432 0.6402  C7 1.082
16 H 1.1192 -0.0991 1.4286  C5 1.105
17 H -0.8514 -1.1214 0.2237  C3 1.097
18 H 1.7650 1.1989 -0.3992  C2 1.088
19 H 0.2979 -1.7835 -0.9931  C3 1.096

Computed properties:
ΔE to the lowest compared entry with this formula, charge and spin, kJ/mol: 295.3
HOMO energy, Eh: -0.339
Energy, eV: -8461.294

---

(6)
Here is a cluster of 12 separate species, C5H33NO11 in total from the OMol25 dataset. Energies are from the ωB97M-V functional and the def2-TZVPD basis.

Each atom is followed by the atoms it is bonded to, with distances in Å.
Atoms and positions in Å:
1 O -2.8805 -1.3687 2.7757  H22 0.934, H32 1.047
2 O -0.5172 -0.3067 -3.9994  H29 1.025, H41 0.942
3 O 0.3024 2.1711 -1.7283  H19 0.942, H47 0.905
4 O -2.9776 0.2319 -1.6886  H28 1.082, H46 0.962
5 O 3.8676 0.9999 -0.9294  H21 1.004, H27 0.979
6 O -2.9604 -3.3842 0.9554  H39 1.075, H45 1.044
7 O 2.3023 -1.0226 2.8644  H18 0.921, H34 1.044
8 O 3.2164 1.6954 1.9236  H30 0.942, H35 0.986
9 O 1.7696 0.0659 -2.6758  H31 0.896, H50 0.929
10 O -2.3344 -2.6984 -1.6802  H23 0.912, H43 0.941
11 O -2.6205 2.7625 0.8485  H25 0.977, H38 0.921
12 N 0.5709 2.8032 0.9188  C15 1.580, H33 1.014, H49 1.047
13 C -0.6036 0.5483 1.0428  C14 1.651, C15 1.512, H37 1.185, H44 1.065
14 C 0.2272 -0.3433 -0.0707  C13 1.651, C16 1.457, H20 1.132, H42 1.186
15 C 0.2367 1.5432 1.8118  N12 1.580, C13 1.512, H24 1.159, H26 1.125
16 C 0.5866 -1.6201 0.5330  C14 1.457, C17 1.360, H48 0.934
17 C 1.7126 -2.2441 0.0951  C16 1.360, H36 1.070, H40 1.149
18 H 1.8019 -0.4813 3.4163  O7 0.921
19 H -0.1154 2.1980 -0.8841  O3 0.942
20 H 1.1594 0.2402 -0.3393  C14 1.132
21 H 3.6191 0.3255 -1.6308  O5 1.004
22 H -2.5291 -1.7165 3.5681  O1 0.934
23 H -1.6763 -2.1196 -1.9324  O10 0.912
24 H -0.3344 1.9755 2.7233  C15 1.159
25 H -1.7477 3.1806 0.7154  O11 0.977
26 H 1.2215 1.1401 2.1774  C15 1.125
27 H 3.5266 1.8184 -1.3435  O5 0.979
28 H -2.6681 -0.4166 -0.8800  O4 1.082
29 H 0.2190 0.1727 -4.5270  O2 1.025
30 H 3.8804 1.5868 1.2637  O8 0.942
31 H 1.3275 0.5907 -2.1001  O9 0.896
32 H -2.7962 -2.0454 1.9808  O1 1.047
33 H 1.3700 2.3571 0.4832  N12 1.014
34 H 1.4477 -1.3131 2.3388  O7 1.044
35 H 3.2639 0.9261 2.5387  O8 0.986
36 H 2.1324 -3.2077 0.2957  C17 1.070
37 H -1.0215 -0.2479 1.8144  C13 1.185
38 H -2.8740 2.4309 0.0280  O11 0.921
39 H -2.9231 -3.1264 -0.0875  O6 1.075
40 H 2.3585 -1.6459 -0.6439  C17 1.149
41 H -0.6949 0.4554 -3.4749  O2 0.942
42 H -0.5075 -0.4461 -0.9963  C14 1.186
43 H -2.7286 -2.9705 -2.4898  O10 0.941
44 H -1.3493 1.0573 0.4770  C13 1.065
45 H -2.1051 -3.9830 0.9856  O6 1.044
46 H -3.7416 -0.1845 -2.0989  O4 0.962
47 H 0.0527 2.8396 -2.2841  O3 0.905
48 H -0.0563 -1.8934 1.1529  C16 0.934
49 H 1.1205 3.4802 1.4984  N12 1.047
50 H 1.4700 -0.8107 -2.7420  O9 0.929

Computed properties:
ΔE to the lowest compared entry with this formula, charge and spin, kJ/mol: 599.8
HOMO energy, Eh: -0.361
Energy, eV: -29729.211

---

(7)
Here is a cluster of 10 separate species, C45H59NO25 in total from the OMol25 dataset. Energies are from the ωB97M-V functional and the def2-TZVPD basis.

Each atom is followed by the atoms it is bonded to, with distances in Å.
Atoms and positions in Å:
1 O -2.9858 6.7371 -2.9147  C52 1.258
2 O 9.5521 -1.8427 2.7665  C27 1.390, C44 1.463
3 O -1.1528 5.6325 -2.1682  C52 1.356, C57 1.460
4 O -5.1444 -1.0081 7.7083  C56 1.336, H120 0.960
5 O -5.5388 -0.0965 0.5167  C37 1.364, H74 0.960
6 O -8.4345 -4.7391 0.6824  C36 1.354, H80 0.960
7 O -0.1816 0.5307 0.1987  C47 1.306, C64 1.417
8 O 2.4055 4.2277 -5.7938  C30 1.243, C69 1.425
9 O -3.6810 -0.1956 2.5283  C29 1.301, H72 0.960
10 O 1.3941 -3.3009 2.5114  C51 1.359, C53 1.424
11 O -1.6099 0.9781 -1.4025  C42 1.420, C47 1.321
12 O 0.5263 1.6624 -1.5717  C47 1.227
13 O 0.3407 -4.5174 4.1880  C53 1.241
14 O -5.0152 1.7463 -7.5718  C67 1.336, H114 0.960
15 O -0.1640 -3.4638 -1.2992  C59 1.360, H123 0.960
16 O 1.6494 -2.6174 4.6817  C45 1.440, C53 1.389
17 O 1.8086 3.6981 1.9629  C31 1.400, C68 1.421
18 O 3.5024 2.8267 -7.1914  C30 1.264
19 O 4.8851 0.0077 -0.8944  C41 1.439, C62 1.437
20 O 3.3668 2.5789 -4.8765  C30 1.383, C32 1.500
21 O -3.0124 -7.8089 -2.6385  C38 1.269, H110 0.960
22 O 2.2254 3.7421 -0.2824  C31 1.212
23 O 3.9401 3.9297 1.2844  C31 1.365, C34 1.425
24 O -1.2394 2.6522 -3.8294  C28 1.353, H128 0.960
25 O -3.0441 5.2937 -1.1039  C49 1.406, C52 1.311
26 N 7.7986 -0.0692 1.3527  C35 1.480, C54 1.560, H119 1.010
27 C 9.9999 -0.5909 2.3601  O2 1.390, C35 1.459, H99 1.090, H129 1.090
28 C -2.0553 2.4074 -4.8808  O24 1.353, C48 1.356, C63 1.379
29 C -3.9087 -0.4049 3.7924  O9 1.301, C58 1.329, C66 1.428
30 C 3.1083 3.2391 -6.0640  O8 1.243, O18 1.264, O20 1.383
31 C 2.6564 3.7626 0.8505  O17 1.400, O22 1.212, O23 1.365
32 C 2.4456 3.1262 -3.8268  O20 1.500, C69 1.478, H81 1.090, H112 1.090
33 C -4.6762 0.4647 5.8914  C56 1.382, C66 1.339, H84 1.080
34 C 3.9174 3.8232 2.7055  O23 1.425, C68 1.575, H97 1.090, H103 1.090
35 C 9.2662 -0.1486 1.1790  N26 1.480, C27 1.459, H86 1.090, H101 1.090
36 C -7.6072 -3.6764 0.8213  O6 1.354, C39 1.354, C70 1.371
37 C -6.1548 -1.2979 0.7121  O5 1.364, C43 1.374, C60 1.398
38 C -2.3234 -6.8300 -2.2173  O21 1.269, C46 1.393, C71 1.428
39 C -6.6521 -3.5340 -0.1276  C36 1.354, C60 1.403, H117 1.080
40 C -2.1818 -4.7119 -1.1011  C46 1.369, C59 1.407, H106 1.080
41 C 5.7050 -0.1780 0.2733  O19 1.439, C54 1.551, H92 1.090, H126 1.090
42 C -2.2167 -0.1319 -0.7571  O11 1.420, C64 1.573, H82 1.090, H88 1.090
43 C -7.0560 -1.5637 1.7151  C37 1.374, C70 1.404, H107 1.080
44 C 9.3844 -2.0285 4.2076  O2 1.463, H75 1.090, H90 1.090, H122 1.090
45 C 2.3180 -1.6079 3.9019  O16 1.440, C51 1.543, H85 1.090, H105 1.090
46 C -2.8803 -5.8519 -1.3974  C38 1.393, C40 1.369, H118 1.080
47 C -0.3543 1.0334 -0.9945  O7 1.306, O11 1.321, O12 1.227
48 C -2.5322 3.4422 -5.6159  C28 1.356, C65 1.379, H79 1.080
49 C -2.1439 4.6973 -0.2031  O25 1.406, C57 1.524, H87 1.090, H91 1.090
50 C -0.4355 -5.4899 -2.5112  C59 1.352, C71 1.362, H102 1.080
51 C 2.2750 -2.2663 2.5073  O10 1.359, C45 1.543, H73 1.090, H89 1.090
52 C -2.4648 5.9606 -2.0725  O1 1.258, O3 1.356, O25 1.311
53 C 1.1518 -3.6326 3.8747  O10 1.424, O13 1.241, O16 1.389
54 C 7.2016 0.0144 -0.0865  N26 1.560, C41 1.551, H96 1.090, H111 1.090
55 C -4.0706 -1.8045 5.7876  C56 1.370, C58 1.445, H83 1.080
56 C -4.6072 -0.7700 6.5082  O4 1.336, C33 1.382, C55 1.370
57 C -0.8820 4.7251 -1.0573  O3 1.460, C49 1.524, H76 1.090, H95 1.090
58 C -3.7468 -1.5773 4.3977  C29 1.329, C55 1.445, H124 1.080
59 C -0.9049 -4.5440 -1.6664  O15 1.360, C40 1.407, C50 1.352
60 C -5.8876 -2.3583 -0.1596  C37 1.398, C39 1.403, H113 1.080
61 C -3.3905 0.8197 -6.0653  C63 1.392, C67 1.426, H94 1.080
62 C 3.8828 0.9818 -0.5585  O19 1.437, H78 1.090, H98 1.090, H115 1.090
63 C -2.5123 1.1146 -5.0260  C28 1.379, C61 1.392, H93 1.080
64 C -1.2166 -0.4103 0.4245  O7 1.417, C42 1.573, H125 1.090, H127 1.090
65 C -3.5191 3.2226 -6.5535  C48 1.379, C67 1.390, H100 1.080
66 C -4.4231 0.6611 4.5913  C29 1.428, C33 1.339, H109 1.080
67 C -3.9710 1.9235 -6.7576  O14 1.336, C61 1.426, C65 1.390
68 C 2.4587 4.2809 3.0838  O17 1.421, C34 1.575, H108 1.090, H130 1.090
69 C 1.5945 4.0192 -4.6411  O8 1.425, C32 1.478, H116 1.090, H121 1.090
70 C -7.7939 -2.7534 1.8171  C36 1.371, C43 1.404, H104 1.080
71 C -0.9643 -6.7375 -2.6469  C38 1.428, C50 1.362, H77 1.080
72 H -4.5215 -0.1874 2.0645  O9 0.960
73 H 1.9273 -1.7093 1.6373  C51 1.090
74 H -6.0967 0.6845 0.4968  O5 0.960
75 H 10.3545 -1.7762 4.6358  C44 1.090
76 H -0.8850 3.6755 -1.3515  C57 1.090
77 H -0.4802 -7.3796 -3.3679  C71 1.080
78 H 3.0088 1.2417 -1.1557  C62 1.090
79 H -1.9863 4.3739 -5.6018  C48 1.080
80 H -8.3078 -5.3574 1.4058  O6 0.960
81 H 2.9487 3.9557 -3.3300  C32 1.090
82 H -2.3062 -1.0432 -1.3483  C42 1.090
83 H -3.8640 -2.7565 6.2539  C55 1.080
84 H -5.2734 1.1959 6.4159  C33 1.080
85 H 1.7899 -0.6547 3.9245  C45 1.090
86 H 9.5565 -0.9130 0.4583  C35 1.090
87 H -2.4729 3.6983 0.0827  C49 1.090
88 H -3.1727 0.1610 -0.3232  C42 1.090
89 H 3.3160 -2.4878 2.2719  C51 1.090
90 H 9.0553 -3.0532 4.3806  C44 1.090
91 H -2.0692 5.2921 0.7073  C49 1.090
92 H 5.4613 0.3868 1.1731  C41 1.090
93 H -2.2557 0.2877 -4.3803  C63 1.080
94 H -3.7865 -0.1768 -6.1939  C61 1.080
95 H 0.0429 5.0702 -0.5951  C57 1.090
96 H 7.5229 0.9785 -0.4808  C54 1.090
97 H 4.8122 4.4039 2.9295  C34 1.090
98 H 4.4438 1.9084 -0.4369  C62 1.090
99 H 10.0924 0.2128 3.0905  C27 1.090
100 H -3.9731 4.0299 -7.1089  C65 1.080
101 H 9.6020 0.8346 0.8494  C35 1.090
102 H 0.4846 -5.2607 -3.0283  C50 1.080
103 H 4.2288 2.8381 3.0530  C34 1.090
104 H -8.6303 -2.8028 2.4985  C70 1.080
105 H 3.3369 -1.6650 4.2847  C45 1.090
106 H -2.4990 -4.0994 -0.2700  C40 1.080
107 H -7.2575 -0.8552 2.5049  C43 1.080
108 H 2.2350 5.3297 3.2785  C68 1.090
109 H -4.4162 1.5815 4.0263  C66 1.080
110 H -2.9705 -7.9725 -3.5836  O21 0.960
111 H 7.3766 -0.8472 -0.7309  C54 1.090
112 H 1.8207 2.3650 -3.3595  C32 1.090
113 H -5.1495 -2.1416 -0.9176  C60 1.080
114 H -5.6954 2.4123 -7.4476  O14 0.960
115 H 3.2664 0.8685 0.3332  C62 1.090
116 H 1.3202 4.9399 -4.1264  C69 1.090
117 H -6.3416 -4.2637 -0.8608  C39 1.080
118 H -3.8792 -6.0505 -1.0379  C46 1.080
119 H 7.6506 -1.0297 1.6277  N26 1.010
120 H -4.8390 -1.8419 8.0731  O4 0.960
121 H 0.7048 3.4443 -4.8980  C69 1.090
122 H 8.6230 -1.3065 4.5028  C44 1.090
123 H 0.7511 -3.7375 -1.3956  O15 0.960
124 H -3.3658 -2.3973 3.8072  C58 1.080
125 H -0.7778 -1.4030 0.5250  C64 1.090
126 H 5.5743 -1.1303 0.7873  C41 1.090
127 H -1.7313 -0.2643 1.3742  C64 1.090
128 H -1.3506 1.8591 -3.3001  O24 0.960
129 H 11.0151 -0.6622 1.9697  C27 1.090
130 H 2.0092 3.7923 3.9483  C68 1.090

Computed properties:
HOMO energy, Eh: -0.287
Energy, eV: -100290.128